The following is a quantum chemistry calculation of C26H20ClFInO20S as an isolated structure at a distorted geometry, from the OMol25 dataset.

Positions of all 70 atoms, in Å:
O -3.694 -4.598 -8.303
C -2.549 -5.249 -7.967
O -1.421 -5.152 -8.908
C -2.590 -6.112 -6.574
In -0.562 -6.801 -5.819
Cl 1.064 -7.352 -7.637
S -1.030 -8.880 -4.422
O -2.384 -8.574 -3.707
O 0.132 -9.231 -3.462
F -1.320 -10.132 -5.584
H -1.873 -5.008 -9.813
H -3.211 -7.099 -6.806
H -3.147 -5.584 -5.683
H 0.271 -5.540 -4.785
C -0.192 -3.871 -1.113
C -0.432 -2.851 -0.287
C -1.723 -2.111 -0.327
O -1.922 -1.190 0.457
C -2.721 -2.519 -1.328
C -2.480 -3.537 -2.156
C -1.200 -4.295 -2.097
O -1.014 -5.238 -2.860
O -3.412 -3.925 -3.101
O 0.511 -2.446 0.639
H 0.741 -4.420 -1.093
H -3.648 -1.961 -1.358
H -3.004 -4.682 -3.575
H 0.101 -1.693 1.117
C 5.141 0.893 2.228
C 3.883 0.820 2.667
C 2.731 0.855 1.725
O 1.587 0.767 2.157
C 3.019 1.000 0.289
C 4.277 1.077 -0.150
C 5.429 1.014 0.790
O 6.575 1.069 0.355
O 4.555 1.216 -1.497
O 3.604 0.708 4.017
H 5.988 0.867 2.902
H 2.172 1.042 -0.383
H 5.534 1.247 -1.560
H 2.625 0.671 4.079
C -3.992 3.488 2.332
C -3.870 2.524 3.246
C -2.617 1.729 3.370
O -2.528 0.862 4.232
C -1.521 2.019 2.433
C -1.644 2.982 1.516
C -2.887 3.795 1.411
O -2.964 4.685 0.570
O -0.619 3.258 0.630
O -4.906 2.228 4.114
H -4.896 4.075 2.233
H -0.623 1.422 2.522
H -0.950 3.994 0.070
H -4.573 1.496 4.678
C 2.995 5.814 3.499
C 1.917 5.048 3.316
C 0.568 5.492 3.763
O -0.407 4.775 3.564
C 0.460 6.793 4.441
C 1.538 7.557 4.627
C 2.882 7.125 4.156
O 3.852 7.857 4.325
O 1.444 8.779 5.266
O 2.015 3.813 2.702
H 3.981 5.505 3.177
H -0.524 7.095 4.777
H 2.358 9.139 5.277
H 1.101 3.456 2.686

## Properties
Total charge: -1
Gap between HOMO and LUMO (eV): 5.42
Molecular weight (g mol⁻¹): 853.76
E_HOMO (eV): -6.3492
Multiplicity: 1

Mulliken atomic charge list, values in e, 5 entries: O -0.59; C 0.45; O -0.41; C -0.55; In 0.87

The following is a quantum chemistry calculation of a 7-piece molecular cluster, C14H21N7 overall at a distorted geometry, from the OMol25 dataset.

Positions of all 42 atoms, in Å:
C -8.869 -8.714 -4.699
C -8.519 -10.187 -4.592
N -8.165 -11.262 -4.482
H -7.977 -8.152 -4.979
H -9.288 -8.381 -3.773
H -9.605 -8.590 -5.477
C -6.628 -14.443 -6.184
C -6.582 -15.803 -5.521
N -6.447 -16.826 -4.992
H -7.295 -14.425 -7.025
H -5.663 -14.107 -6.520
H -7.002 -13.717 -5.498
C -11.426 -11.182 -0.898
C -11.631 -10.301 -1.980
N -11.889 -9.590 -2.871
H -10.443 -11.698 -0.897
H -12.176 -12.004 -0.953
H -11.541 -10.718 0.051
C -9.561 -15.512 -3.692
C -9.314 -15.745 -2.244
N -9.320 -15.839 -1.084
H -9.315 -16.332 -4.336
H -9.028 -14.583 -3.890
H -10.612 -15.481 -3.866
C -7.506 -14.226 1.647
C -8.590 -13.302 1.517
N -9.446 -12.549 1.373
H -7.830 -15.265 1.631
H -6.940 -13.960 2.509
H -6.874 -14.092 0.781
C -6.756 -18.912 -2.485
C -6.749 -19.952 -1.460
N -6.730 -20.801 -0.643
H -6.877 -17.896 -2.137
H -7.509 -19.146 -3.238
H -5.760 -18.926 -2.889
C -12.011 -17.899 -1.266
C -12.594 -18.039 -2.592
N -13.095 -18.167 -3.614
H -12.664 -17.266 -0.657
H -11.008 -17.412 -1.355
H -11.892 -18.823 -0.764

## Properties
Total charge: 0
Gap between HOMO and LUMO (eV): 11.63
Molecular weight (g mol⁻¹): 287.37
SMILES: CC#N.CC#N.CC#N.CC#N.CC#N.CC#N.CC#N
E_HOMO (eV): -11.3288
ΔE to the lowest compared entry with this formula, charge and spin (kJ/mol): 54.8
Multiplicity: 1

Mulliken atomic charge list, values in e, 5 entries: C -0.76; C 0.29; N -0.38; H 0.31; H 0.26

The following is a quantum chemistry calculation of one molecule with the formula C8H15OP at a distorted geometry, from the OMol25 dataset.

Positions of all 25 atoms, in Å:
C 1.553 -0.585 -1.494
C 0.125 -0.236 -1.284
C -0.241 -0.429 1.240
C 2.442 0.030 -0.438
C -2.106 -1.029 -0.448
C -0.634 -0.902 -0.179
C 0.135 1.035 1.425
C -1.042 1.936 1.122
O 2.800 1.844 1.428
P 1.751 1.505 0.444
H 1.636 -1.753 -1.594
H 1.808 -0.070 -2.548
H 0.253 0.820 -1.072
H -0.529 -0.373 -2.220
H -0.963 -0.881 1.960
H 0.768 -0.975 1.592
H 2.649 -0.714 0.368
H 3.371 0.353 -0.764
H -2.709 -0.143 -0.691
H -2.771 -1.861 -0.205
H -0.398 -1.931 -0.071
H 0.247 1.281 2.522
H -0.933 2.407 0.242
H -1.236 2.688 1.883
H -1.985 1.410 1.212

## Properties
Total charge: 0
Gap between HOMO and LUMO (alpha / beta) (eV): 8.37 / 7.24
Molecular weight (g mol⁻¹): 158.18
E_HOMO (alpha / beta) (eV): -8.3147 / -8.4660
ΔE to the lowest compared entry with this formula, charge and spin (kJ/mol): 225.1
Multiplicity: 1

Mulliken atomic charge list, values in e, 5 entries: C -0.49; C -0.59; C -0.99; C -0.76; C -1.25

- What is the formula in the third record?
  C8H15OP